{"formula": "C30H26N3O2P2Tc", "method": "ωB97M-V/def2-TZVPD", "fmax_ha_per_bohr": 0.0573, "lumo_energy_ev": [-10.741, -13.292], "spin_multiplicity": 4, "total_charge": 3, "energy_ha": -2235.888513, "s_squared": 3.8215, "homo_ev": [-16.494, -16.484], "de_lowest_kcal_mol": 13.5, "gap_ev": [5.8, 3.2], "species": ["Tc", "O", "N", "N", "O", "C", "C", "C", "C", "C", "C", "H", "H", "H", "H", "H", "N", "P", "C", "C", "C", "C", "C", "C", "C", "C", "C", "C", "C", "C", "P", "C", "C", "C", "C", "C", "C", "C", "C", "C", "C", "C", "C", "H", "H", "H", "H", "H", "H", "H", "H", "H", "H", "H", "H", "H", "H", "H", "H", "H", "H", "H", "H", "H"], "coordinates": [[0.37570, 0.60870, 0.07710], [-0.51440, -0.75710, -1.02640], [0.20310, -1.59960, -1.66900], [1.46320, -1.44550, -1.52080], [1.84510, -0.45330, -0.74030], [2.38920, -2.24120, -2.19200], [3.76810, -2.04210, -1.99750], [4.66810, -2.81470, -2.69970], [4.21210, -3.79040, -3.58700], [2.84210, -3.97810, -3.78980], [1.92660, -3.21540, -3.10010], [4.11710, -1.29390, -1.30360], [5.72870, -2.65620, -2.57660], [4.92100, -4.40540, -4.11870], [2.50100, -4.70780, -4.50740], [0.86810, -3.34080, -3.26490], [-1.57440, 2.09340, 1.78170], [-0.67130, 0.73980, 2.30400], [-1.89190, -0.58540, 2.54670], [-1.87310, -1.73450, 1.76460], [-2.89460, -2.66200, 1.88020], [-3.93020, -2.44440, 2.77650], [-3.91550, -1.32880, 3.60130], [-2.89990, -0.39510, 3.49350], [-0.10540, 1.16910, 3.97240], [-0.25790, 2.45720, 4.48990], [-0.05300, 2.66440, 5.84420], [0.35150, 1.61390, 6.65830], [0.56970, 0.34890, 6.12850], [0.34540, 0.12100, 4.78410], [-1.51920, 2.12150, 0.07250], [-1.60460, 3.91600, -0.26750], [-2.60990, 4.62810, 0.38930], [-2.63810, 6.00800, 0.29220], [-1.70260, 6.66260, -0.49630], [-0.72780, 5.94840, -1.17650], [-0.67800, 4.56500, -1.07400], [-3.11380, 1.46960, -0.53520], [-4.15110, 1.14130, 0.33400], [-5.33690, 0.64170, -0.17830], [-5.49550, 0.48520, -1.54800], [-4.45500, 0.79380, -2.41200], [-3.26860, 1.30240, -1.91250], [-2.32920, 2.50630, 2.32360], [-1.05720, -1.90370, 1.07390], [-2.88350, -3.55290, 1.27280], [-4.74990, -3.14500, 2.83150], [-4.69650, -1.18850, 4.33240], [-2.88800, 0.47040, 4.14240], [-0.54640, 3.28390, 3.85650], [-0.21840, 3.64300, 6.27160], [0.50290, 1.78310, 7.71210], [0.89360, -0.45880, 6.76680], [0.49520, -0.86650, 4.37130], [-3.36280, 4.11210, 0.96900], [-3.40290, 6.55800, 0.82100], [-1.75610, 7.73760, -0.60300], [0.00050, 6.46110, -1.78690], [0.09160, 4.01840, -1.60020], [-4.03620, 1.23630, 1.40360], [-6.13570, 0.38380, 0.50040], [-6.44160, 0.14110, -1.94220], [-4.57190, 0.65860, -3.47520], [-2.46510, 1.55770, -2.58940]]}